No. 1
This record from the OMol25 dataset describes a structure of composition C11H9AuN5O2S4SbSe. The level of theory is wB97M-V/def2-TZVPD.

```
! RIJCOSX wB97M-V def2-TZVPD def2/J DEFGRID3
* xyz -1 2
Au 1.552 -1.660 -2.323
N -3.232 4.669 1.012
C -2.091 3.860 0.936
C -1.332 3.819 -0.234
C -0.181 3.056 -0.294
C 0.226 2.321 0.811
C -0.518 2.357 1.978
C -1.667 3.127 2.043
S 1.691 1.328 0.697
O 2.636 2.085 -0.080
O 2.054 0.948 2.038
N 1.276 0.064 -0.215
C 0.361 -0.815 0.179
N 0.208 -1.852 -0.701
C -0.658 -2.820 -0.438
C -1.436 -2.792 0.699
C -1.244 -1.697 1.535
N -0.377 -0.729 1.308
H -3.672 4.846 0.124
H -3.903 4.372 1.703
H -1.648 4.396 -1.097
H 0.415 3.028 -1.198
H -0.188 1.768 2.822
H -2.248 3.160 2.959
H -0.699 -3.630 -1.158
H -2.135 -3.582 0.926
H -1.826 -1.600 2.448
S 4.285 -4.818 -2.808
Sb 2.996 -3.602 -4.616
S 0.831 -3.676 -3.669
S 3.239 -1.359 -3.906
Se 3.682 -3.918 -0.922
C 2.246 -5.008 -0.462
N 1.358 -5.646 -0.097
*
```

Calculated values
HOMO level (alpha / beta)   -4.9 / -5.7 eV
Energy relative to the best compared isomer or geometry (same formula, charge and spin)   0.0 kJ/mol
Total energy   -142019.617 eV
Frontier orbital gap (alpha / beta)   7.193 / 6.938 eV

Electronic structure analysis, natural (NBO) charges in units of e: 0.827, -0.804, 0.165, -0.273, -0.181, -0.298, -0.171, -0.276, 2.326, -0.962, -0.966, -0.925, 0.567, -0.594, 0.122, -0.389, 0.119, -0.509, 0.370, 0.370, 0.201, 0.238, 0.247, 0.199, 0.225, 0.223, 0.183, -0.460, 0.885, -0.709, -0.741, 0.341, 0.017, -0.368

No. 2
This record from the OMol25 dataset describes a cluster of 4 separate species, C30H49F5N5O11 in total. The level of theory is wB97M-V/def2-TZVPD.

```
! RIJCOSX wB97M-V def2-TZVPD def2/J DEFGRID3
* xyz 1 1
C -1.500 -1.097 3.910
C -2.039 0.302 3.651
N -1.781 0.693 2.254
C -2.686 0.551 1.291
N -2.122 0.971 0.164
O -2.675 1.012 -1.082
C -3.168 -0.254 -1.569
C -2.103 -1.127 -2.209
C -1.064 -1.732 -1.260
O -2.895 -2.142 -2.826
C -0.834 1.399 0.385
C -0.019 1.883 -0.758
C 1.502 1.825 -0.576
C 2.161 1.673 -1.965
C 3.174 0.549 -2.013
F 3.894 0.624 -3.155
F 4.029 0.574 -0.970
C 2.469 -0.824 -2.018
F 1.765 -0.982 -0.892
F 3.322 -1.823 -2.109
F 1.603 -0.883 -3.017
C -0.614 1.228 1.727
C 0.565 1.495 2.602
C 0.887 2.990 2.808
C 1.395 3.261 4.228
C 2.746 2.588 4.494
N 3.822 3.593 4.614
C 5.133 3.026 4.609
N 5.640 2.459 3.608
N 5.897 3.135 5.806
H -1.997 -1.813 3.257
H -0.432 -1.140 3.707
H -1.689 -1.376 4.941
H -1.644 1.039 4.337
H -3.120 0.294 3.768
H -3.685 0.167 1.370
H -3.883 0.020 -2.339
H -3.725 -0.808 -0.814
H -1.607 -0.573 -3.010
H -0.081 -1.706 -1.724
H -0.967 -1.210 -0.311
H -1.295 -2.775 -1.057
H -2.315 -2.866 -3.088
H -0.314 2.911 -0.980
H -0.307 1.307 -1.635
H 1.846 2.761 -0.144
H 1.795 0.995 0.053
H 1.413 1.449 -2.721
H 2.671 2.580 -2.279
H 1.425 0.950 2.221
H 0.346 1.058 3.575
H 0.025 3.612 2.580
H 1.714 3.256 2.147
H 0.652 2.949 4.961
H 1.529 4.337 4.326
H 2.690 1.965 5.391
H 3.031 1.934 3.673
H 3.713 4.074 5.499
H 5.005 2.533 2.814
H 6.222 4.087 5.925
H 5.344 2.877 6.613
C 1.092 -3.625 -6.420
C -0.210 -3.536 -5.669
C -0.079 -3.293 -4.187
O -1.260 -3.920 -3.667
C -1.632 -4.896 -4.539
O -2.459 -5.714 -4.316
O -0.925 -4.788 -5.689
H 0.907 -3.711 -7.491
H 1.684 -2.728 -6.244
H 1.665 -4.503 -6.121
H -0.858 -2.777 -6.116
H -0.072 -2.237 -3.935
H 0.799 -3.781 -3.757
C -0.106 1.326 -10.067
C 0.712 1.113 -8.820
C 1.481 -0.191 -8.764
O 1.528 -0.451 -7.351
C 0.467 0.158 -6.780
O 0.117 -0.025 -5.655
O -0.136 0.984 -7.654
H -0.580 2.307 -10.056
H 0.528 1.260 -10.950
H -0.895 0.577 -10.138
H 1.379 1.961 -8.645
H 2.488 -0.123 -9.165
H 0.947 -1.010 -9.251
C -3.686 -2.884 8.901
C -3.208 -1.455 8.900
C -4.291 -0.408 8.749
O -3.594 0.659 8.081
C -2.567 0.119 7.403
O -1.897 0.705 6.607
O -2.393 -1.174 7.737
H -2.857 -3.569 9.070
H -4.423 -3.034 9.689
H -4.136 -3.138 7.940
H -2.595 -1.253 9.781
H -4.694 -0.055 9.694
H -5.108 -0.744 8.106
*
```

Calculated values
HOMO level   -11.0 eV
Total energy   -75459.720 eV
Frontier orbital gap   9.034 eV

Atom charges from the Mulliken analysis, given in e for atoms 1 to 99: -0.912, -1.104, 0.224, -0.018, 0.378, -0.420, -1.003, 1.178, -0.188, -0.720, -0.574, -0.077, -0.491, -1.308, 0.724, -0.316, -0.298, 0.601, -0.282, -0.285, -0.162, 0.043, -0.652, -0.740, -1.015, -0.695, -0.369, 0.439, -0.612, -0.586, 0.375, 0.268, 0.270, 0.546, 0.429, 0.484, 0.406, 0.369, -0.220, -0.381, -0.066, 0.552, 0.429, 0.280, 0.210, 0.557, 0.296, 0.390, 0.535, 0.435, 0.611, 0.640, 0.108, 0.386, 0.550, 0.304, 0.342, 0.309, 0.279, 0.282, 0.276, -1.447, 0.653, 0.764, -0.422, 0.536, -0.523, -0.386, 0.329, 0.320, 0.405, 0.194, -0.606, 0.201, -1.459, 0.470, -0.510, -0.234, 0.630, -0.549, -0.336, 0.366, 0.372, 0.353, 0.256, 0.321, 0.300, -1.425, 0.490, -0.505, -0.311, 0.646, -0.559, -0.316, 0.359, 0.380, 0.350, 0.273, 0.318

No. 3
This record from the OMol25 dataset describes a structure of composition C22H30O2SiTm. The level of theory is wB97M-V/def2-TZVPD.

```
! RIJCOSX wB97M-V def2-TZVPD def2/J DEFGRID3
* xyz 1 3
C -0.457 -2.358 -0.920
C 0.627 -2.247 -0.004
C 0.180 -2.706 1.274
H 1.656 -1.976 -0.250
C -1.182 -3.128 1.142
C -1.583 -2.911 -0.215
H -2.511 -3.266 -0.666
H -0.393 -2.213 -2.001
H 0.797 -2.799 2.171
H -1.772 -3.632 1.904
Tm -1.262 -0.695 0.786
C 1.053 2.593 1.853
H 0.381 2.330 2.672
H 0.822 3.575 1.420
H 2.065 2.617 2.276
Si 1.034 1.292 0.508
C 1.362 1.933 -1.256
C 1.686 0.907 -2.154
H 2.111 -0.032 -1.795
C 1.472 1.077 -3.521
H 1.662 0.242 -4.200
C 1.043 2.321 -3.986
H 0.837 2.447 -5.045
C 0.881 3.396 -3.106
H 0.612 4.383 -3.485
C 1.074 3.217 -1.732
H 1.015 4.064 -1.046
C 2.673 0.449 0.953
C 3.830 0.432 0.176
H 3.938 1.055 -0.706
C 4.874 -0.440 0.520
H 5.744 -0.533 -0.127
C 4.775 -1.242 1.658
H 5.536 -1.978 1.894
C 3.675 -1.130 2.514
H 3.541 -1.768 3.391
C 2.688 -0.205 2.193
H 1.884 -0.068 2.913
H 0.372 0.235 1.539
H -0.164 0.688 -0.336
C -3.987 -1.551 2.518
O -3.213 -0.618 1.709
C -3.942 0.516 1.079
C -3.802 0.525 -0.444
O -2.528 -0.025 -0.895
C -2.422 -0.168 -2.339
H -3.949 -2.543 2.040
H -5.022 -1.177 2.588
H -3.510 -1.598 3.507
H -5.001 0.420 1.338
H -3.509 1.432 1.505
H -4.601 -0.077 -0.892
H -3.891 1.551 -0.818
H -1.414 0.142 -2.651
H -2.601 -1.216 -2.626
H -3.185 0.461 -2.823
*
```

Calculated values
HOMO level (alpha / beta)   -10.8 / -10.8 eV
Total energy   -64794.443 eV
Frontier orbital gap (alpha / beta)   7.732 / 7.709 eV

Electronic structure analysis, natural (NBO) charges in units of e: -0.348, -0.286, -0.341, 0.272, -0.386, -0.390, 0.251, 0.254, 0.266, 0.249, 1.688, -1.095, 0.228, 0.238, 0.269, 1.358, -0.371, -0.262, 0.213, -0.212, 0.217, -0.232, 0.219, -0.206, 0.220, -0.249, 0.214, -0.465, -0.154, 0.214, -0.229, 0.221, -0.213, 0.219, -0.213, 0.214, -0.212, 0.201, -0.359, -0.274, -0.240, -0.618, -0.096, -0.096, -0.594, -0.251, 0.213, 0.206, 0.218, 0.237, 0.217, 0.206, 0.225, 0.240, 0.204, 0.205

No. 4
This record from the OMol25 dataset describes the ion C22H31Si with charge +1. The level of theory is wB97M-V/def2-TZVPD.

```
! RIJCOSX wB97M-V def2-TZVPD def2/J DEFGRID3
* xyz 1 1
C -3.125 -0.215 1.601
C -2.135 0.547 2.472
C -0.645 0.278 2.072
C 0.245 1.346 1.858
C -0.211 2.776 1.860
C 1.596 1.117 1.550
C 2.087 -0.178 1.350
C 3.524 -0.435 0.995
C 1.182 -1.233 1.467
C -0.158 -1.023 1.804
C -1.017 -2.258 1.770
H -4.014 0.395 1.396
H -2.648 -0.449 0.638
H -3.491 -1.144 2.072
H -2.299 1.610 2.231
H 0.668 3.428 1.763
H -0.857 2.994 0.992
H -0.746 3.061 2.778
H 2.257 1.976 1.408
H 3.701 -1.512 0.919
H 3.822 0.016 0.040
H 4.193 -0.033 1.764
H 1.523 -2.255 1.252
H -0.366 -3.145 1.715
H -1.670 -2.378 2.648
H -1.641 -2.278 0.861
C -5.275 -0.619 4.537
Si -4.251 0.950 4.570
C -4.956 2.258 3.450
C -4.432 1.476 6.358
C -2.445 0.379 3.936
C -1.614 1.169 4.862
C -0.455 0.665 5.486
C 0.515 1.556 6.018
C 1.693 1.098 6.588
C 1.945 -0.286 6.665
C 0.998 -1.193 6.168
C -0.192 -0.737 5.603
H -6.312 -0.314 4.344
H -4.972 -1.347 3.778
H -5.238 -1.094 5.528
H -6.042 2.100 3.426
H -4.756 3.250 3.876
H -4.571 2.228 2.423
H -5.450 1.875 6.472
H -4.334 0.608 7.027
H -3.718 2.244 6.673
H -2.524 -0.705 4.162
H -1.863 2.220 5.064
H 0.298 2.617 5.955
H 2.421 1.799 6.989
H 2.870 -0.654 7.119
H 1.178 -2.275 6.249
H -0.955 -1.443 5.263
*
```

Calculated values
HOMO level   -11.4 eV
Energy relative to the best compared isomer or geometry (same formula, charge and spin)   3.7 kJ/mol
Total energy   -31188.211 eV
Frontier orbital gap   5.786 eV

Electronic structure analysis, natural (NBO) charges in units of e: -0.611, -0.242, 0.018, -0.022, -0.639, -0.218, 0.016, -0.635, -0.219, -0.017, -0.636, 0.222, 0.237, 0.210, 0.227, 0.230, 0.231, 0.195, 0.214, 0.220, 0.233, 0.224, 0.213, 0.227, 0.200, 0.230, -1.121, 1.653, -1.138, -1.122, -0.676, 0.207, -0.117, -0.085, -0.235, -0.065, -0.233, -0.086, 0.255, 0.241, 0.245, 0.264, 0.250, 0.246, 0.268, 0.250, 0.233, 0.247, 0.217, 0.227, 0.246, 0.244, 0.246, 0.230

No. 5
This record from the OMol25 dataset describes a structure of composition C22H26N2O3. The level of theory is wB97M-V/def2-TZVPD.

```
! RIJCOSX wB97M-V def2-TZVPD def2/J DEFGRID3
* xyz 0 1
C 7.155 -0.012 0.037
O 6.245 -0.990 0.040
C 4.956 -0.486 -0.124
C 4.441 0.691 -0.344
C 3.061 0.872 -0.596
C 2.028 -0.034 -0.293
C 2.401 -1.392 0.031
C 3.803 -1.577 -0.134
O 4.255 -2.832 0.095
C 3.429 -3.962 0.265
H 2.753 -3.826 -0.632
H 2.599 -3.695 1.016
H 4.011 -4.994 0.316
H 1.756 -1.946 -0.043
C 0.594 0.341 -0.543
N 0.325 1.601 -0.935
C -0.942 1.814 -1.287
H -1.523 1.055 -1.678
H -0.885 2.883 -2.147
H -1.570 2.361 -0.342
C 1.115 2.703 -0.560
H 0.874 2.897 0.773
H 0.844 3.762 -0.875
C 2.580 2.518 -0.571
H 3.250 3.335 -0.408
H 2.920 2.678 -1.815
H 0.132 -0.581 -1.052
C 0.055 0.369 0.992
C -1.558 0.115 1.194
C -2.145 -0.904 0.521
C -3.551 -0.816 0.435
C -4.312 0.013 1.053
C -3.555 1.091 1.860
C -2.232 0.974 1.767
H -1.725 1.831 2.312
H -4.111 1.989 2.425
O -5.618 0.094 1.131
C -6.443 -0.790 0.842
C -6.548 -0.375 -0.897
C -7.451 -1.234 -1.546
N -7.891 -2.201 -2.047
H -7.111 0.650 -0.763
H -5.627 -0.435 -1.323
H -6.132 -1.983 0.706
H -7.538 -0.683 0.960
H -3.899 -1.807 -0.035
H -1.558 -1.743 -0.044
H 0.554 -0.867 1.475
H 0.412 1.118 1.540
H 4.980 1.584 -0.349
H 7.135 0.525 -1.076
H 7.033 0.791 0.684
H 8.228 -0.491 -0.010
*
```

Calculated values
HOMO level   -7.7 eV
Energy relative to the best compared isomer or geometry (same formula, charge and spin)   1888.9 kJ/mol
Total energy   -32341.251 eV
Frontier orbital gap   8.150 eV

Electronic structure analysis, natural (NBO) charges in units of e: -0.237, -0.469, 0.285, -0.342, 0.077, -0.026, -0.303, 0.354, -0.508, -0.273, 0.175, 0.185, 0.232, 0.157, -0.049, -0.519, -0.320, 0.208, 0.153, 0.147, -0.168, 0.078, 0.248, -0.454, 0.253, 0.173, 0.222, -0.350, 0.037, -0.201, -0.330, 0.279, -0.186, -0.278, 0.209, 0.235, -0.477, 0.020, -0.568, 0.252, -0.341, 0.238, 0.239, 0.185, 0.216, 0.225, 0.220, 0.172, 0.186, 0.220, 0.140, 0.176, 0.205

No. 6
This record from the OMol25 dataset describes a cluster of 2 separate species, C32H32N5O in total. The level of theory is wB97M-V/def2-TZVPD.

```
! RIJCOSX wB97M-V def2-TZVPD def2/J DEFGRID3
* xyz 1 1
C 3.634 -4.028 -2.298
N 3.081 -2.987 -1.466
C 3.867 -1.984 -0.974
O 5.081 -1.879 -1.149
C 2.976 -1.050 -0.158
C 2.965 0.388 -0.681
C 4.317 1.054 -0.608
C 4.895 1.592 -1.760
C 6.189 2.109 -1.715
C 6.887 2.139 -0.502
C 6.290 1.637 0.659
C 5.000 1.105 0.608
N 1.670 -1.704 -0.289
C 0.572 -1.190 0.301
C -0.682 -1.776 0.274
C -1.753 -1.296 1.070
C -3.063 -1.903 0.881
C -4.195 -1.403 1.568
C -5.400 -2.098 1.600
C -5.511 -3.325 0.927
C -6.707 -4.100 1.000
N -7.669 -4.766 1.017
C -4.451 -3.792 0.141
C -3.279 -3.057 0.050
C 1.684 -2.953 -1.067
C 0.795 -2.883 -2.320
C 1.356 -4.199 -0.225
H 4.692 -3.830 -2.469
H 3.537 -5.008 -1.819
H 3.123 -4.060 -3.266
H 3.335 -1.053 0.894
H 2.610 0.374 -1.723
H 2.226 0.949 -0.089
H 4.325 1.566 -2.690
H 6.645 2.493 -2.627
H 7.897 2.545 -0.462
H 6.819 1.655 1.612
H 4.513 0.708 1.501
H 0.722 -0.275 0.867
H -0.807 -2.677 -0.338
H -1.451 -0.822 2.022
H -4.094 -0.438 2.057
H -6.237 -1.705 2.180
H -4.534 -4.744 -0.388
H -2.508 -3.419 -0.629
H 1.165 -2.104 -2.999
H 0.832 -3.845 -2.843
H -0.250 -2.670 -2.089
H 2.181 -4.401 0.470
H 0.431 -4.071 0.341
H 1.246 -5.073 -0.879
C -3.448 7.009 -0.137
C -3.816 5.890 -0.892
C -3.575 4.614 -0.393
C -3.000 4.463 0.867
N -2.732 3.176 1.364
C -2.779 1.980 0.662
N -2.378 0.950 1.430
C -2.089 1.509 2.669
C -2.283 2.848 2.650
C -2.646 5.579 1.638
C -2.861 6.864 1.125
H -3.622 8.004 -0.537
H -4.297 5.992 -1.861
H -3.858 3.732 -0.957
H -3.013 1.951 -0.395
H -1.705 0.918 3.491
H -2.115 3.572 3.429
H -2.177 5.462 2.613
H -2.573 7.737 1.716
*
```

Calculated values
HOMO level   -11.1 eV
Total energy   -43194.111 eV
Frontier orbital gap   6.539 eV

Electronic structure analysis, natural (NBO) charges in units of e: -0.423, -0.452, 0.675, -0.576, -0.131, -0.421, 0.063, -0.237, -0.180, -0.208, -0.191, -0.244, -0.341, 0.221, -0.421, 0.099, -0.049, -0.154, -0.168, -0.119, 0.246, -0.237, -0.174, -0.162, 0.330, -0.639, -0.644, 0.265, 0.205, 0.205, 0.237, 0.219, 0.208, 0.210, 0.222, 0.225, 0.222, 0.198, 0.226, 0.226, 0.234, 0.242, 0.246, 0.246, 0.211, 0.234, 0.236, 0.219, 0.237, 0.223, 0.235, -0.206, -0.181, -0.254, 0.213, -0.354, 0.202, -0.507, -0.101, -0.068, -0.250, -0.180, 0.229, 0.230, 0.212, 0.217, 0.217, 0.238, 0.219, 0.232